No. 1
Here is 2 unconnected molecules or ions with the total composition C6H13N2 from OMol25. Energies are from ωB97M-V/def2-TZVPD.

Geometry as XYZ:
```
21
Properties=species:S:1:pos:R:3:nbo_charge:R:1
C -1.464 -1.165 -2.677 -0.640
C -0.565 -0.707 -1.560 -0.129
C 0.747 -0.713 -1.726 -0.093
N 1.636 -0.172 -0.704 -0.741
H -0.840 -1.444 -3.527 0.207
H -2.107 -2.001 -2.408 0.227
H -2.154 -0.361 -2.946 0.228
H -1.034 -0.240 -0.702 0.251
H 1.223 -1.058 -2.634 0.195
H 1.061 0.035 0.249 0.462
H 2.380 -0.841 -0.519 0.402
H 2.117 0.681 -0.998 0.414
C -0.849 0.410 2.055 0.008
C -0.589 0.074 3.321 -0.477
C 0.844 1.911 1.342 -0.400
N 0.138 0.780 1.132 -0.749
H -1.878 0.344 1.703 0.162
H 0.406 0.052 3.746 0.193
H -1.394 -0.269 3.960 0.187
H 1.660 2.166 0.669 0.127
H 0.662 2.518 2.225 0.166
```

Computed properties:
largest force on an atom: 1.841 eV/Å
gap between HOMO and LUMO (alpha / beta): 4.578 / 8.283 eV
2S+1: 2
relative energy (zero: lowest compared OMol25 entry of this formula, charge and spin): 1.883 eV
total energy: -9408.3484 eV
total charge: 0
⟨S²⟩: 0.75
HOMO level (alpha / beta): -0.1547 / -0.2920 Eh

***

No. 2
Here is a gas-phase ion, C6H13N2 (charge +1) from OMol25. Energies are from ωB97M-V/def2-TZVPD.

Geometry as XYZ:
```
21
Properties=species:S:1:pos:R:3:nbo_charge:R:1
C 1.654 0.553 -1.706 -0.379
C 1.184 1.535 -0.934 -0.023
N 0.597 1.351 0.436 -0.365
C 0.880 2.513 1.336 -0.417
C -0.269 0.488 0.884 0.392
N -0.932 -0.591 0.525 -0.510
C -1.220 -1.492 -0.616 -0.231
C -1.350 -2.952 -0.230 -0.638
H 1.848 -0.350 -1.153 0.220
H 2.133 0.890 -2.632 0.253
H 1.388 2.536 -1.133 0.214
H 0.591 2.135 2.352 0.224
H 0.036 3.196 1.094 0.223
H 1.925 3.041 1.110 0.265
H -0.441 0.741 1.909 0.195
H -1.300 -0.917 1.401 0.413
H -0.270 -1.496 -1.270 0.223
H -2.119 -1.081 -1.120 0.235
H -0.488 -3.352 0.240 0.226
H -1.773 -3.660 -1.066 0.265
H -2.077 -3.087 0.573 0.216
```

Computed properties:
largest force on an atom: 3.308 eV/Å
gap between HOMO and LUMO: 10.420 eV
SMILES string: C=C/[N+](C)=C\NCC
relative energy (zero: lowest compared OMol25 entry of this formula, charge and spin): 2.580 eV
total energy: -9404.2873 eV
total charge: +1
HOMO level: -0.5035 Eh

***

No. 3
Here is a molecular structure, C6H13N2 from OMol25. Energies are from ωB97M-V/def2-TZVPD.

Geometry as XYZ:
```
21
Properties=species:S:1:pos:R:3:nbo_charge:R:1
C 0.177 0.114 1.154 0.305
C -0.624 1.410 1.114 -0.462
C -0.585 1.736 -0.426 -0.223
C 0.525 -0.646 2.326 -0.681
C -0.099 0.207 -2.467 -0.423
C 0.694 -2.157 -0.500 -0.240
N -0.438 0.441 -1.091 -0.264
N 0.088 -0.335 -0.092 -0.109
H -1.565 1.288 1.489 0.238
H -0.309 2.233 1.759 0.256
H -1.613 2.135 -0.776 0.242
H 0.261 2.403 -0.642 0.210
H 0.948 0.018 3.089 0.271
H 1.193 -1.514 2.190 0.247
H -0.504 -0.966 2.628 0.263
H -1.021 -0.405 -2.951 0.221
H -0.075 1.139 -2.975 0.240
H 0.895 -0.398 -2.550 0.216
H 0.413 -2.417 0.552 0.223
H 1.699 -1.881 -0.633 0.232
H -0.061 -2.405 -1.200 0.236
```

Computed properties:
largest force on an atom: 6.221 eV/Å
gap between HOMO and LUMO: 8.668 eV
relative energy (zero: lowest compared OMol25 entry of this formula, charge and spin): 4.034 eV
total energy: -9402.8341 eV
total charge: +1
HOMO level: -0.4603 Eh

***

No. 4
Here is a gas-phase ion, C6H13N2O (charge +1) from OMol25. Energies are from ωB97M-V/def2-TZVPD.

Geometry as XYZ:
```
22
Properties=species:S:1:pos:R:3:nbo_charge:R:1
C 2.494 -1.101 -0.268 -0.425
N 1.473 -0.590 0.609 -0.549
C 0.064 -0.078 0.088 0.163
C -0.990 -1.366 0.352 0.619
C -2.339 -1.462 -0.141 -0.747
O -0.432 -2.243 0.975 -0.545
C 0.048 0.739 -1.148 -0.201
N 0.067 1.301 0.111 -0.400
C -0.847 2.185 0.809 -0.435
H 2.319 -2.094 -0.533 0.232
H 2.583 -0.580 -1.185 0.226
H 3.450 -1.121 0.253 0.236
H 2.032 0.126 1.255 0.453
H 1.090 -1.318 1.238 0.463
H -2.612 -0.635 -0.747 0.247
H -2.878 -1.845 0.729 0.294
H -2.285 -2.351 -0.834 0.288
H 0.948 0.823 -1.676 0.205
H -0.933 0.778 -1.762 0.208
H -1.335 2.972 0.211 0.233
H -1.700 1.618 1.187 0.203
H -0.289 2.798 1.514 0.231
```

Computed properties:
largest force on an atom: 4.180 eV/Å
gap between HOMO and LUMO: 10.398 eV
SMILES string: C[NH2+][C@]1(C(C)=O)CN1C
relative energy (zero: lowest compared OMol25 entry of this formula, charge and spin): 3.630 eV
total energy: -11451.0839 eV
total charge: +1
HOMO level: -0.4997 Eh